Record 1
Computed, not measured: a gas-phase ion, C6H5N2O5S (charge -1), with ωB97M-V/def2-TZVPD.

```
19
Properties=species:S:1:pos:R:3:forces:R:3
N -1.965 2.001 0.203 1.2404 -2.4634 -3.5868
S -2.013 0.241 0.375 4.4282 0.4181 -1.9883
O -2.423 -0.033 1.696 -1.0043 -0.1149 1.9594
O -2.742 -0.296 -0.732 -0.1619 0.1307 -0.2515
C 0.055 -0.404 0.306 -3.0098 1.8794 -0.3146
C 0.369 -1.580 0.973 -0.4828 -0.9734 0.8097
C 1.669 -1.960 1.035 0.0656 2.2571 -0.9856
C 2.771 -1.150 0.463 -0.9052 0.3172 -1.1568
O 3.862 -1.647 0.244 0.9774 -0.4538 0.4622
C 2.381 0.221 0.049 -2.9685 -1.5942 -0.0293
N 3.240 1.289 -0.022 0.6931 -0.0016 1.4950
O 2.817 2.444 0.045 -0.2399 0.6707 -0.7177
O 4.412 1.003 0.099 1.5391 0.4717 -0.5093
C 1.000 0.485 -0.105 -0.8812 2.3650 0.6682
H -1.781 2.275 1.110 0.7862 1.0802 2.3376
H -1.100 2.205 -0.435 -2.1653 -0.3032 1.5698
H -0.406 -2.152 1.512 0.3354 0.1882 -0.5907
H 1.979 -2.865 1.425 0.4628 -1.7202 0.9350
H 0.624 1.576 -0.282 1.2907 -2.1536 -0.1063
```
Forces are in eV/Å.

The structure (SMILES) is N[S@@](=O)([O-])=C1C=CC(=O)C([N+](=O)[O-])=C1. The value obtained for the HOMO-LUMO gap is 7.38 eV. The HOMO energy comes out at -4.36 eV. For the LUMO energy, the calculation gives 3.017 eV. As for the net charge: -1.

Löwdin population analysis, charges in e, atoms 1 to 5: N -0.09; S 0.64; O -0.35; O -0.35; C -0.18

---

Record 2
Computed, not measured: a molecular structure, C3H3AgLiO5, with ωB97M-V/def2-TZVPD.

```
13
Properties=species:S:1:pos:R:3:forces:R:3
O 0.646 1.291 0.148 -3.4043 -0.9231 0.9279
C 0.350 0.002 -0.185 5.9611 1.2077 -0.7914
O -1.175 0.327 -1.351 -1.6383 0.2446 -2.3356
C -1.854 -0.185 -0.400 7.4640 1.6260 1.3430
C -0.048 -1.482 -0.085 -2.8700 1.6473 0.7092
O -1.473 -1.448 -0.208 -1.6974 -4.2525 0.1721
O -1.674 0.448 0.691 -4.3745 1.5265 2.5674
Li -2.271 1.433 2.193 0.2515 -0.4407 -0.8811
H 1.418 -0.289 -0.284 0.4336 0.0093 -1.9605
H 0.411 -2.056 -0.896 -0.1207 0.5188 -0.1243
H 0.304 -1.884 0.869 -0.2052 -0.0246 0.1211
Ag 3.798 1.874 0.222 -1.3061 0.1109 -0.6290
O 1.569 1.968 -0.714 1.5061 -1.2502 0.8811
```
Forces are in eV/Å.

The value obtained for the HOMO-LUMO gap is 7.57 eV. The HOMO energy comes out at -12.65 eV. For the LUMO energy, the calculation gives -5.080 eV. As for the net charge: +1.

Löwdin population analysis, charges in e, atoms 1 to 5: O -0.18; C -0.07; O 0.09; C -0.57; C -0.04

---

Record 3
Computed, not measured: 2 unconnected molecules or ions with the total composition C7H14NS, with ωB97M-V/def2-TZVPD.

```
23
Properties=species:S:1:pos:R:3:forces:R:3
C -2.196 -1.408 -0.100 -0.8536 -2.0388 1.3416
C -0.717 -1.578 0.258 -0.6232 -2.0024 1.3589
C 0.861 0.273 1.001 1.8286 -1.9450 0.7114
C -2.485 -0.013 -0.549 0.0703 1.0439 0.6800
C 3.776 0.112 -0.413 0.4220 -1.3588 1.0107
C -0.305 -0.159 0.531 -1.7216 -0.7497 -2.5274
C -1.192 2.125 -0.055 1.2136 -2.1621 1.9130
N -1.276 0.623 0.045 0.0518 2.2591 -1.9221
S 5.092 -0.660 0.247 0.2061 0.7274 -0.1093
H -2.561 -2.252 -0.669 -0.0987 0.1787 -0.6302
H -2.702 -1.534 0.854 -0.3517 0.0713 0.1230
H -0.582 -2.348 1.121 -0.3599 1.8332 -0.8851
H -0.272 -2.192 -0.511 0.9985 0.8434 -0.7605
H 1.504 -0.538 1.294 0.3336 0.1231 0.4628
H 1.037 1.214 1.374 0.4530 1.9890 0.5318
H -2.629 0.197 -1.658 0.5087 -0.2346 1.3787
H -3.366 0.399 0.041 0.8145 -0.3799 -1.1246
H 2.991 -0.613 -0.518 -0.5653 0.2937 -0.6311
H -1.492 2.583 -0.949 -0.5109 -0.0387 -1.4579
H -1.853 2.314 0.726 -1.4432 1.5780 1.1954
H -0.233 2.531 0.271 0.0427 -0.4079 -0.2913
H 3.670 1.158 -0.558 -0.0572 0.6132 -0.3413
H 5.965 0.378 0.379 -0.3581 -0.2361 -0.0266
```
Forces are in eV/Å.

The value obtained for the HOMO-LUMO gap (alpha / beta) is 7.18 / 3.93 eV. The HOMO energy (alpha / beta) comes out at -12.07 / -10.48 eV. For the LUMO energy (alpha / beta), the calculation gives -4.891 / -6.548 eV. As for the net charge: +1.

Löwdin population analysis, charges in e, atoms 1 to 5: C -0.18; C -0.11; C 0.07; C -0.11; C -0.34

---

Record 4
Computed, not measured: 8 unconnected molecules or ions with the total composition H15O8, with ωB97M-V/def2-TZVPD.

```
23
Properties=species:S:1:pos:R:3:forces:R:3
O -0.269 0.138 0.046 -0.5932 1.2836 0.4355
H 0.156 -0.676 -0.092 1.6457 -1.2265 0.2629
O 1.508 -3.490 -1.048 -1.0070 0.5906 0.0784
H 0.851 -2.761 -1.095 0.1183 -0.8908 0.2726
H 2.248 -3.097 -1.490 0.8505 0.1778 -0.3382
O 0.548 0.947 -2.273 -5.7332 -1.4450 -0.8573
H 0.164 0.727 -1.343 -0.4426 0.0763 -1.3036
H 1.354 1.087 -1.968 6.2804 1.2703 1.4484
O -0.102 0.832 2.787 0.6810 0.0368 -0.1725
H -0.862 1.359 3.018 -0.4558 -0.0164 -0.1124
H -0.212 0.581 1.841 -0.1314 -0.0812 0.3208
O 2.534 1.069 0.255 2.1641 -0.0697 -0.0334
H 2.665 2.003 0.045 -0.9914 -0.4710 0.0949
H 1.639 0.745 0.288 -1.2729 0.6061 -0.0473
O -2.586 -0.159 1.385 1.1926 0.3436 -1.5618
H -2.983 -1.008 1.333 -0.9565 -1.2036 0.3397
H -1.910 -0.292 0.632 -0.5728 1.1229 1.5080
O -0.427 2.854 -0.113 -0.3427 1.0420 -0.5496
H -0.655 1.954 0.052 -0.7251 -1.6366 -0.6981
H 0.043 2.947 0.691 1.0593 0.9742 1.3965
O -1.330 -2.209 -0.705 -2.2718 -4.5903 -3.5787
H -1.442 -2.124 -1.702 -0.0537 -0.4700 1.8390
H -0.934 -1.427 -0.544 1.5583 4.5770 1.2563
```
Forces are in eV/Å.

The value obtained for the HOMO-LUMO gap is 9.86 eV. The HOMO energy comes out at -6.43 eV. For the LUMO energy, the calculation gives 3.427 eV. As for the net charge: -1.

Löwdin population analysis, charges in e, atoms 1 to 5: O -0.37; H -0.04; O -0.06; H 0.01; H 0.01

---

Record 5
Computed, not measured: a single C19H21N3S molecule, with ωB97M-V/def2-TZVPD.

```
44
Properties=species:S:1:pos:R:3:forces:R:3
C 1.353 5.299 1.798 -0.0062 -0.0481 -0.0425
C 1.512 5.145 0.313 -0.0161 0.0224 -0.0623
C 1.370 6.254 -0.511 0.0077 0.0057 -0.0015
C 1.525 6.156 -1.882 0.0030 0.0513 -0.0775
C 1.836 4.934 -2.449 0.0119 0.0593 -0.0689
C 1.978 3.821 -1.641 0.0041 0.0127 0.0112
C 1.808 3.908 -0.266 0.0224 0.0779 -0.0348
C 1.983 2.673 0.581 0.0356 -0.0742 -0.0684
N 1.699 1.458 -0.163 0.1705 -0.0267 0.1105
C 0.296 1.323 -0.538 -0.2873 -0.1771 -0.0442
C -0.475 0.383 0.388 -0.1291 0.4085 -0.0266
N 0.124 -0.935 0.308 0.2194 0.2820 0.0040
C -0.650 -2.023 0.298 0.2210 -0.8737 -0.0544
N -1.924 -2.021 0.477 -0.2797 0.8249 0.1117
C -2.447 -3.281 0.437 0.2536 -0.7898 -0.1170
C -3.788 -3.609 0.600 0.0688 0.0576 -0.0032
C -4.167 -4.935 0.537 -0.0809 -0.0078 0.0096
C -3.234 -5.941 0.315 0.0166 -0.1733 -0.0171
C -1.893 -5.639 0.151 0.0238 -0.0527 -0.0155
C -1.512 -4.314 0.212 -0.1137 0.2980 0.0488
S 0.088 -3.634 0.040 -0.3091 0.3141 0.0550
C 1.538 -0.987 0.016 0.2978 -0.0198 -0.0665
C 2.201 0.282 0.532 0.1786 -0.1202 0.0019
H 2.241 4.944 2.320 0.0146 -0.0116 0.1339
H 0.498 4.727 2.159 -0.0273 -0.0311 0.1092
H 1.195 6.343 2.056 0.0002 0.0449 0.0529
H 1.137 7.212 -0.068 -0.0224 0.0850 0.0606
H 1.409 7.033 -2.502 -0.0137 0.0719 -0.0527
H 1.970 4.847 -3.517 0.0098 -0.0117 -0.0941
H 2.223 2.862 -2.069 0.0018 -0.1075 -0.0581
H 3.029 2.621 0.904 -0.0668 -0.0237 0.1180
H 1.362 2.741 1.490 0.0765 -0.0074 0.0052
H -0.170 2.309 -0.543 -0.0202 -0.0682 -0.0419
H 0.247 0.926 -1.558 -0.1585 0.0843 0.0345
H -1.522 0.302 0.092 0.0999 0.0556 0.0523
H -0.438 0.749 1.422 -0.1010 0.0213 -0.0597
H -4.506 -2.823 0.773 -0.0883 0.0886 0.0211
H -5.208 -5.197 0.662 -0.0804 -0.0221 0.0102
H -3.555 -6.971 0.269 -0.0309 -0.0825 -0.0017
H -1.162 -6.414 -0.022 0.0351 -0.1224 -0.0163
H 1.711 -1.087 -1.064 0.0552 -0.0218 0.0419
H 1.973 -1.860 0.511 0.0487 0.1152 -0.0323
H 2.032 0.345 1.621 0.0164 -0.0288 -0.0542
H 3.281 0.222 0.363 -0.0612 -0.0787 0.1190
```
Forces are in eV/Å.

The structure (SMILES) is Cc1ccccc1CN1CCN(c2nc3ccccc3s2)CC1. The value obtained for the HOMO-LUMO gap is 8.37 eV. The HOMO energy comes out at -7.75 eV. For the LUMO energy, the calculation gives 0.621 eV.

Löwdin population analysis, charges in e, atoms 1 to 5: C -0.05; C -0.23; C -0.05; C -0.09; C -0.08

---

Record 6
Computed, not measured: a single H2N2O3S molecule, with ωB97M-V/def2-TZVPD.

```
8
Properties=species:S:1:pos:R:3:forces:R:3
N 0.202 -0.988 0.082 2.7187 -1.4789 0.0647
N -1.286 0.588 -0.134 -3.7797 1.5747 -0.5095
O -2.314 1.180 -0.203 1.5767 -0.0129 0.2047
O 1.939 0.525 -0.887 0.4313 0.0587 -0.8114
O -0.224 1.377 0.239 0.5016 0.4078 0.1213
S 1.197 0.373 0.322 -1.5847 -0.6666 0.6765
H -0.255 -1.316 0.922 -0.0851 0.0119 0.1082
H 0.741 -1.739 -0.341 0.2211 0.1054 0.1456
```
Forces are in eV/Å.

The value obtained for the HOMO-LUMO gap is 9.70 eV. The HOMO energy comes out at -9.54 eV. For the LUMO energy, the calculation gives 0.158 eV.

Löwdin population analysis, charges in e, atoms 1 to 5: N -0.21; N -0.17; O 0.06; O -0.42; O -0.30

---

Record 7
Computed, not measured: a molecular structure, C3H10N2O3P, with ωB97M-V/def2-TZVPD.

```
19
Properties=species:S:1:pos:R:3:forces:R:3
C -2.659 -0.064 0.346 -2.7135 1.2561 -0.6036
C -0.484 -0.947 -0.263 -0.0640 1.4029 3.6913
C 0.727 0.501 0.497 -0.5087 -3.4249 -4.6791
N 0.327 1.548 -0.418 -0.9980 0.9259 1.8978
N -1.721 -0.304 -0.695 1.9303 -1.9923 -0.7657
O 2.318 -0.133 -1.489 -0.0310 0.0288 0.7297
O 3.497 0.856 0.635 -0.3438 0.2626 0.1484
O 2.733 -1.520 0.613 1.9989 2.2784 1.3163
P 2.446 0.000 0.018 0.7885 0.0408 -1.1171
H -3.071 -0.891 0.953 0.7358 -0.3510 -0.7760
H -2.332 0.648 1.052 0.7427 1.0300 1.1720
H -3.607 0.431 -0.088 1.2822 -0.7499 0.3632
H 0.151 -1.367 -1.024 -0.1038 -0.0935 -0.3733
H -0.758 -1.634 0.620 0.8154 0.6967 -1.4396
H 0.493 0.548 1.493 -0.7034 0.8147 2.3331
H 0.609 1.308 -1.346 0.9026 0.0672 -0.3783
H 0.661 2.461 -0.105 0.0214 -0.3400 -0.5083
H -1.334 0.531 -1.126 -0.9100 0.6603 0.1736
H 2.004 -1.970 0.326 -2.8417 -2.5128 -1.1843
```
Forces are in eV/Å.

The value obtained for the HOMO-LUMO gap is 7.92 eV. The HOMO energy comes out at -4.30 eV. For the LUMO energy, the calculation gives 3.618 eV. As for the net charge: -1.

Löwdin population analysis, charges in e, atoms 1 to 5: C -0.19; C -0.12; C -0.28; N -0.05; N -0.18

---

Record 8
Computed, not measured: a single C5H8N2O molecule, with ωB97M-V/def2-TZVPD.

```
16
Properties=species:S:1:pos:R:3:forces:R:3
C -0.584 -1.174 0.351 2.3377 0.9960 -6.5456
C 0.365 -0.192 -0.104 1.6973 -1.4206 -0.3260
C 0.123 1.264 0.082 -2.6111 1.3687 0.4657
C -1.113 -2.251 -0.422 -0.8836 -2.2756 -1.2783
C 1.099 2.208 -0.485 -2.4139 -0.8751 -2.1017
N -0.852 -0.982 1.614 -2.3284 0.5568 8.2173
N 0.744 0.487 1.103 1.0050 0.7586 1.5127
O -0.183 0.131 2.088 -0.6142 -1.5582 -1.5265
H 1.320 -0.331 -0.687 -1.3187 -0.6503 0.0509
H -0.956 1.547 0.257 1.3627 -0.2178 -0.0578
H -0.298 -3.007 -0.693 -0.9036 0.5646 0.2711
H -1.583 -1.967 -1.410 0.5028 -0.0520 0.9079
H -1.907 -2.794 0.148 0.7095 0.3284 -0.4052
H 1.698 1.558 -1.067 1.3569 0.1382 -0.8083
H 1.570 2.596 0.325 1.8125 1.7191 1.9323
H 0.558 2.905 -1.100 0.2891 0.6191 -0.3084
```
Forces are in eV/Å.

The value obtained for the HOMO-LUMO gap (alpha / beta) is 6.32 / 8.28 eV. The HOMO energy (alpha / beta) comes out at -5.30 / -10.18 eV. For the LUMO energy (alpha / beta), the calculation gives 1.022 / -1.902 eV. The spin multiplicity is 3.

Löwdin population analysis, charges in e, atoms 1 to 5: C -0.40; C -0.17; C -0.27; C -0.07; C -0.02

---

In kJ/mol, the energy above the lowest of the compared OMol25 structures with the same formula, charge and spin values for the records above are, in order, 132.7 463.1 303.3 241.4 92.1 191.5 205.7 332.8.
In eV, the E values for the records above are, in order, -30352.736 -17584.817 -19800.822 -16624.625 -35349.907 -19985.905 -21686.805 -10334.113.